1.
The following is a quantum chemistry calculation of C28H25Cl2N5O3RuS3Si as an isolated structure, from the OMol25 dataset.

Gap between HOMO and LUMO (alpha / beta) in eV: 4.457 / 6.277
ΔE to the lowest compared entry with this formula, charge and spin in kJ/mol: 88.0
E_tot in eV: -111048.4826

```
! wB97M-V def2-TZVPD RIJCOSX def2/J DEFGRID3
* xyz -1 6
Ru -0.292 1.569 -0.971
Cl -6.205 0.157 -4.043
C -5.044 0.715 -2.875
C -3.708 0.760 -3.249
C -2.751 1.190 -2.336
N -1.376 1.263 -2.562
C -0.751 1.294 -3.820
O -1.342 1.077 -4.880
C 0.655 1.611 -3.711
C 1.521 1.489 -4.807
C 2.858 1.737 -4.668
C 3.349 2.117 -3.378
C 2.466 2.234 -2.346
N 1.135 2.023 -2.462
C -3.165 1.592 -1.042
C -4.502 1.545 -0.683
C -5.441 1.100 -1.605
Cl -7.111 1.045 -1.120
N -2.107 2.024 -0.225
C -2.199 2.463 1.037
O -3.200 2.610 1.735
C -0.834 2.791 1.613
C -0.719 3.209 2.924
C 0.539 3.513 3.420
C 1.638 3.414 2.583
C 1.442 2.994 1.279
N 0.237 2.669 0.807
H -3.404 0.466 -4.241
H 1.086 1.178 -5.748
H 3.534 1.626 -5.506
H 4.398 2.315 -3.206
H 2.815 2.514 -1.360
H -4.808 1.859 0.302
H -1.622 3.279 3.515
H 0.662 3.823 4.450
H 2.638 3.633 2.927
H 2.268 2.885 0.595
C 0.647 -5.477 -0.091
Si 1.491 -3.938 0.574
C 2.137 -4.277 2.304
C 2.951 -3.529 -0.505
C 0.144 -2.626 0.769
C -0.858 -2.915 1.695
C -1.884 -2.020 1.963
C -1.866 -0.804 1.304
N -0.924 -0.495 0.422
C 0.036 -1.381 0.127
S 1.116 -0.800 -1.116
H 1.352 -6.311 -0.145
H 0.261 -5.294 -1.096
H -0.192 -5.783 0.538
H 2.765 -5.172 2.307
H 1.337 -4.427 3.033
H 2.748 -3.437 2.645
H 3.696 -4.319 -0.361
H 3.401 -2.574 -0.234
H 2.683 -3.489 -1.561
H -0.843 -3.865 2.222
H -2.670 -2.250 2.670
H -2.625 -0.049 1.488
C 0.628 0.199 3.715
O 1.200 0.193 2.406
C 2.532 0.156 2.282
S 3.579 0.222 3.565
S 3.064 0.085 0.655
H -0.445 0.263 3.552
H 0.991 1.051 4.288
H 0.886 -0.719 4.244
*
```



2.
The following is a quantum chemistry calculation of an isolated ion of composition C21H28ClN2O3 and charge +1, from the OMol25 dataset.

SMILES string: CC[NH2+]Cc1cc(OCC)c(OCC(=O)NCCc2ccccc2)cc1Cl
Gap between HOMO and LUMO in eV: 8.488
ΔE to the lowest compared entry with this formula, charge and spin in kJ/mol: 6.5
E_tot in eV: -43871.0656

```
! wB97M-V def2-TZVPD RIJCOSX def2/J DEFGRID3
* xyz 1 1
C 1.006 -0.014 -6.194
C 0.696 0.996 -5.105
N 0.888 0.411 -3.754
C -0.110 -0.616 -3.339
C 0.244 -1.111 -1.966
C -0.653 -0.988 -0.908
C -0.335 -1.395 0.378
O -1.185 -1.327 1.425
C -2.524 -0.892 1.224
C -3.208 -0.888 2.581
C 0.960 -1.915 0.629
O 1.409 -2.328 1.831
C 0.992 -1.635 2.988
C 1.062 -0.120 2.759
O 1.617 0.349 1.787
N 0.469 0.613 3.715
C 0.526 2.060 3.747
C -0.822 2.723 3.456
C -1.364 2.574 2.056
C -2.740 2.679 1.865
C -3.293 2.629 0.598
C -2.475 2.467 -0.508
C -1.108 2.354 -0.327
C -0.554 2.411 0.940
C 1.837 -2.080 -0.437
C 1.483 -1.683 -1.710
Cl 2.652 -1.881 -2.998
H 0.971 0.479 -7.161
H 2.003 -0.428 -6.064
H 0.285 -0.826 -6.212
H -0.333 1.352 -5.189
H 1.367 1.853 -5.197
H 0.903 1.146 -3.041
H 1.802 -0.102 -3.706
H -1.108 -0.177 -3.347
H -0.067 -1.433 -4.062
H -1.625 -0.567 -1.108
H -2.532 0.117 0.799
H -3.033 -1.581 0.539
H -3.177 -1.880 3.023
H -2.708 -0.187 3.244
H -4.244 -0.585 2.465
H 1.713 -1.919 3.760
H -0.014 -1.935 3.300
H 0.009 0.150 4.483
H 1.278 2.366 3.019
H 0.861 2.371 4.741
H -1.564 2.346 4.165
H -0.707 3.793 3.654
H -3.386 2.813 2.720
H -4.361 2.719 0.473
H -2.905 2.436 -1.499
H -0.455 2.234 -1.183
H 0.514 2.312 1.042
H 2.809 -2.497 -0.226
*
```



3.
The following is a quantum chemistry calculation of one molecule with the formula C19H26N2O4 at a distorted geometry, from the OMol25 dataset.

SMILES string: COC(=O)c1ccc(/C=N/OCC(=O)NC2CCCCCCC2)cc1
Gap between HOMO and LUMO in eV: 8.747
ΔE to the lowest compared entry with this formula, charge and spin in kJ/mol: 239.1
E_tot in eV: -31294.4750

```
! wB97M-V def2-TZVPD RIJCOSX def2/J DEFGRID3
* xyz 0 1
C -7.645 -1.435 0.119
O -6.574 -0.527 0.325
C -5.502 -0.702 -0.464
O -5.434 -1.571 -1.298
C -4.427 0.283 -0.193
C -3.268 0.226 -0.969
C -2.242 1.117 -0.751
C -2.351 2.084 0.253
C -1.269 3.014 0.514
N -0.231 3.001 -0.215
O 0.778 3.880 0.140
C 1.848 3.815 -0.783
C 2.504 2.434 -0.924
O 3.213 2.178 -1.874
N 2.248 1.585 0.083
C 2.618 0.180 0.050
C 1.346 -0.631 -0.240
C 1.420 -2.135 0.011
C 2.363 -2.918 -0.899
C 3.858 -2.605 -0.773
C 4.376 -2.488 0.666
C 4.588 -1.053 1.156
C 3.334 -0.198 1.355
C -3.513 2.137 1.026
C -4.544 1.247 0.805
H -8.420 -1.157 0.829
H -8.016 -1.358 -0.905
H -7.312 -2.460 0.295
H -3.200 -0.530 -1.736
H -1.341 1.087 -1.342
H -1.378 3.697 1.359
H 1.523 4.128 -1.781
H 2.587 4.528 -0.410
H 1.612 1.871 0.813
H 3.315 0.105 -0.787
H 0.545 -0.230 0.391
H 1.061 -0.453 -1.279
H 0.413 -2.535 -0.139
H 1.678 -2.323 1.053
H 2.066 -2.762 -1.938
H 2.216 -3.979 -0.675
H 4.392 -3.416 -1.276
H 4.098 -1.695 -1.320
H 5.348 -2.984 0.726
H 3.711 -3.019 1.348
H 5.108 -1.104 2.117
H 5.250 -0.538 0.456
H 3.653 0.729 1.838
H 2.644 -0.695 2.038
H -3.603 2.884 1.802
H -5.442 1.290 1.401
*
```



4.
The following is a quantum chemistry calculation of a 4-piece molecular cluster, CH4N2O overall at a distorted geometry, from the OMol25 dataset.

Gap between HOMO and LUMO in eV: 8.976
ΔE to the lowest compared entry with this formula, charge and spin in kJ/mol: 883.5
E_tot in eV: -6121.3507

```
! wB97M-V def2-TZVPD RIJCOSX def2/J DEFGRID3
* xyz 0 1
C 0.577 -0.570 0.670
H -1.428 1.875 -0.338
H 0.979 1.022 -0.948
H -1.155 -1.425 -0.406
H 0.644 -1.567 1.251
N -0.581 0.711 -0.966
N -0.660 -0.113 0.241
O 1.623 0.070 0.498
*
```